50
Properties=species:S:1:pos:R:3 method="wB97M-V/def2-TZVPD" e_tot_ev=-46954.217 smiles="CSc1ccc(-c2c([C@@H]3CCC(F)(F)C[C@H]3C(=O)NCC#N)cc[nH]c2=O)cc1" homo_ev=-8.20 spin_multiplicity=1 mol_weight_g_mol=417.48 homo_lumo_gap_ev=8.23 relative_energy_kcal_mol=0.0
C -4.27929 -1.55114 -4.47341
S -4.31999 0.14381 -3.83941
C -2.73186 0.21549 -3.06924
C -1.83244 1.18244 -3.50545
C -0.59095 1.35712 -2.89748
C -0.23101 0.48297 -1.81189
C 1.05976 0.73203 -1.13391
C 1.23978 0.85621 0.25696
C 0.11322 0.82466 1.30601
C -0.00672 2.26583 1.83673
C -1.12922 2.27027 2.87649
C -0.88086 1.29871 4.04679
F -1.91620 1.42635 4.95246
F 0.26123 1.70684 4.63020
C -0.71506 -0.13258 3.59619
C 0.35139 -0.24636 2.41490
C 0.41245 -1.68786 1.82882
O -0.60293 -2.38417 1.65976
N 1.63550 -2.12886 1.36346
C 1.83100 -3.31511 0.56290
C 3.23162 -3.39300 0.20458
N 4.36782 -3.48233 -0.00730
C 2.62627 1.07174 0.72274
C 3.70065 1.17074 -0.13178
N 3.48930 0.90682 -1.46284
C 2.25820 0.77113 -2.03577
O 2.21478 0.69830 -3.25714
C -1.12481 -0.56516 -1.44231
C -2.37221 -0.68743 -2.06646
H -3.46420 -1.67484 -5.22830
H -4.15229 -2.23910 -3.63899
H -5.22356 -1.79592 -4.96809
H -2.08158 1.76987 -4.37848
H 0.11245 2.15137 -3.23555
H -0.80826 0.55918 0.80078
H 0.91023 2.64689 2.29189
H -0.30739 2.94091 1.03026
H -2.05171 2.01114 2.40303
H -1.26075 3.29677 3.28456
H -1.71477 -0.50639 3.29638
H -0.41565 -0.67609 4.51910
H 1.30348 -0.07429 2.92525
H 2.42347 -1.47681 1.55331
H 1.50715 -4.22503 1.08165
H 1.25124 -3.29768 -0.35475
H 2.78304 1.24645 1.79535
H 4.68763 1.33583 0.22760
H 4.28760 1.01975 -2.12055
H -0.84130 -1.33608 -0.69734
H -3.00425 -1.48341 -1.71173

***

39
Properties=species:S:1:pos:R:3 method="wB97M-V/def2-TZVPD" e_tot_ev=-445874.496 homo_ev=-9.02 spin_multiplicity=1 mol_weight_g_mol=683.76 homo_lumo_gap_ev=9.26 relative_energy_kcal_mol=108.1
C -1.26068 1.10121 -2.14174
C 0.05037 0.59046 -2.85622
C 0.98712 -0.17948 -1.80448
S 0.06452 -0.20707 -0.18316
O 0.38091 1.09745 0.48459
O -0.06168 -1.50600 0.44797
C -1.56810 0.05411 -1.02860
H -2.17633 1.34818 -2.67906
H -1.01491 1.98849 -1.55828
H 0.33608 1.56871 -3.24286
H -0.23826 -0.22156 -3.52363
H 2.05593 0.01530 -1.71612
H 0.98750 -1.24028 -2.05506
H -2.43449 0.22642 -0.39001
H -1.89506 -0.89153 -1.46098
Br -2.83874 -3.02291 0.27133
C -1.26483 -3.42823 -0.91613
C 0.01345 -3.92596 -0.13234
Br 1.55226 -3.86845 -1.36631
H -0.97451 -2.45325 -1.30757
H -1.45615 -4.15983 -1.70114
H -0.14311 -4.83550 0.44760
H 0.25004 -3.20768 0.65265
Br 4.19437 0.90606 -0.92752
C 2.77675 2.04135 -0.18392
C 2.90783 2.02298 1.34033
Br 1.41305 2.69601 2.39089
H 1.81704 1.76110 -0.61807
H 2.96413 3.11504 -0.19687
H 3.75458 2.54854 1.78180
H 2.97375 1.01673 1.75412
Br -2.25470 3.23867 2.60232
C -1.03352 1.72772 2.51814
C -1.59763 0.41997 3.15788
Br -3.41660 0.08314 2.53100
H -0.15175 2.12992 3.01695
H -0.84053 1.58117 1.45541
H -1.59415 0.45144 4.24742
H -1.26394 -0.58244 2.88969

***

11
Properties=species:S:1:pos:R:3 method="wB97M-V/def2-TZVPD" e_tot_ev=-21274.262 smiles="NS(=O)(=O)/C=C/F" homo_ev=-10.18 spin_multiplicity=1 mol_weight_g_mol=125.12 homo_lumo_gap_ev=10.67 relative_energy_kcal_mol=34.8
N -0.65849 -0.37130 -0.02103
S -0.13852 0.68505 -1.10888
O -1.14892 1.61784 -1.47399
O 0.55841 0.01357 -2.22262
C 1.10405 1.30878 0.18670
C 1.99863 0.32783 0.36260
F 2.71793 0.24864 1.49734
H -1.63135 -0.41874 0.13111
H -0.07261 -1.14482 0.28075
H 0.90930 2.12399 0.84644
H 2.03903 -0.48679 -0.31028